# 1
The following is a DFT calculation (ωB97M-V with the def2-TZVPD basis set) of a single C3H7N3O molecule.

Last columns: bonded neighbours and bond lengths (Å).
Positions of all 14 atoms, in Å:
1 C -1.82513 -0.09968 1.94524  N2 1.447, H8 1.092, H9 1.095, H10 1.097
2 N -0.60524 -0.22917 1.17730  C1 1.447, C3 1.369, H11 1.007
3 C -0.57419 0.13447 -0.14233  N2 1.369, O4 1.210, N5 1.416
4 O -1.53507 0.56001 -0.74215  C3 1.210
5 N 0.69741 -0.05053 -0.73759  C3 1.416, C6 1.360, H12 1.022
6 C 0.99995 0.53242 -1.92792  N5 1.360, N7 1.333
7 N 2.23396 0.22402 -2.32827  C6 1.333, H13 1.007, H14 1.020
8 H -2.50782 0.53259 1.37420  C1 1.092
9 H -1.62266 0.37433 2.91107  C1 1.095
10 H -2.30532 -1.07067 2.11578  C1 1.097
11 H 0.23867 -0.50983 1.64931  N2 1.007
12 H 1.39091 -0.56235 -0.18880  N5 1.022
13 H 2.56199 0.64227 -3.18351  N7 1.007
14 H 2.85253 -0.47789 -1.92232  N7 1.020

Calculated values
- Orbital gap: 9.33 eV
- Max |F|: 0.51 eV/A
- E_tot: -357.99748 hartree
- Net charge: 0

These are the Löwdin partial charges, in e, on atoms 1 to 2: -0.08 0.00

***

# 2
The following is a DFT calculation (ωB97M-V with the def2-TZVPD basis set) of 2 unconnected molecules or ions with the total composition H2N2O3S in a non-equilibrium geometry.

Last columns: bonded neighbours and bond lengths (Å).
Positions of all 8 atoms, in Å:
1 N -1.11303 -1.27618 -0.07194  N2 1.293, O3 1.233
2 N -1.54560 -0.05998 0.00090  N1 1.293, H7 1.010, H8 1.025
3 O 0.10206 -1.40720 -0.23825  N1 1.233
4 O 1.13554 1.37952 -0.42116  S6 1.449
5 O 2.73033 0.21390 0.98137  S6 1.433
6 S 2.13363 0.33466 -0.31600  O4 1.449, O5 1.433
7 H -2.53573 0.07682 0.14251  N2 1.010
8 H -0.90721 0.73845 -0.07742  N2 1.025

Calculated values
- Orbital gap (alpha / beta): 8.22 / 5.62 eV
- Expectation value of S²: 2.01
- Max |F|: 3.77 eV/A
- Spin multiplicity: 3
- E_tot: -734.41156 hartree
- Net charge: 0

These are the Löwdin partial charges, in e, on atoms 1 to 2: -0.12 0.09

***

# 3
The following is a DFT calculation (ωB97M-V with the def2-TZVPD basis set) of a single C3H4N2O2 molecule in a non-equilibrium geometry.

Last columns: bonded neighbours and bond lengths (Å).
Positions of all 11 atoms, in Å:
1 H 0.39972 0.14900 2.89158  N2 1.016
2 N -0.04529 0.38975 2.01003  H1 1.016, C3 1.264
3 C 0.44482 -0.21917 1.01691  N2 1.264, N4 1.398, H9 1.103
4 N -0.02100 -0.00500 -0.28356  C3 1.398, C5 1.386, C7 1.416
5 C 0.56821 -0.70180 -1.32707  N4 1.386, O6 1.211, H10 1.107
6 O 1.43965 -1.53405 -1.20942  C5 1.211
7 C -1.09830 0.87585 -0.54431  N4 1.416, O8 1.186, H11 1.101
8 O -1.51757 1.08803 -1.63292  C7 1.186
9 H 1.25430 -0.96858 1.01297  C3 1.103
10 H 0.02496 -0.50787 -2.27192  C5 1.107
11 H -1.44951 1.43384 0.33772  C7 1.101

Calculated values
- SMILES: [H]/N=C/N(C=O)C=O
- Orbital gap: 11.18 eV
- Max |F|: 1.59 eV/A
- E_tot: -376.70582 hartree
- Net charge: 0

These are the Löwdin partial charges, in e, on atoms 1 to 2: 0.06 0.11

***

# 4
The following is a DFT calculation (ωB97M-V with the def2-TZVPD basis set) of 3 unconnected molecules or ions with the total composition C5H15NO2 in a non-equilibrium geometry.

Last columns: bonded neighbours and bond lengths (Å).
Positions of all 23 atoms, in Å:
1 C 0.54722 -1.46134 -0.99860  N2 1.469, H7 1.089, H8 1.078, H9 1.100
2 N -0.30023 -0.53074 -0.24051  C1 1.469, C3 1.470, C6 1.472
3 C -0.49580 0.70946 -1.00557  N2 1.470, C4 1.563, H10 1.098, H11 1.088
4 C -0.99640 1.75048 0.04696  C3 1.563, C5 1.539, H12 1.087, H13 1.082
5 C -0.70356 1.05337 1.38733  C4 1.539, C6 1.537, H14 1.088, H15 1.091
6 C 0.27336 -0.08111 1.03784  N2 1.472, C5 1.537, H16 1.088, H17 1.095
7 H 0.72980 -2.33522 -0.37466  C1 1.089
8 H 0.07180 -1.60541 -1.95519  C1 1.078
9 H 1.54409 -1.02252 -1.15230  C1 1.100
10 H 0.46954 1.02344 -1.42334  C3 1.098
11 H -1.24379 0.58688 -1.78594  C3 1.088
12 H -0.40556 2.65453 -0.07547  C4 1.087
13 H -2.06222 1.88480 -0.08458  C4 1.082
14 H -1.65506 0.64966 1.72795  C5 1.088
15 H -0.25609 1.67194 2.16637  C5 1.091
16 H 0.21845 -0.84169 1.81330  C6 1.088
17 H 1.27171 0.31873 0.82947  C6 1.095
18 O -3.12537 -0.91568 -0.00253  H19 0.993, H20 0.970
19 H -2.14696 -1.04907 -0.10830  O18 0.993
20 H -3.48043 -1.80052 -0.17968  O18 0.970
21 O 3.70596 0.13075 0.10160  H22 0.980, H23 0.973
22 H 3.56426 -0.70930 -0.38285  O21 0.980
23 H 4.47526 -0.08144 0.65872  O21 0.973

Calculated values
- SMILES: CN1CCCC1.O.O
- Orbital gap: 9.55 eV
- Max |F|: 1.58 eV/A
- E_tot: -404.72321 hartree
- Net charge: 0

These are the Löwdin partial charges, in e, on atoms 1 to 2: -0.08 -0.27

***

> Which value of E_tot does entry 3 give?

-376.70582 hartree